# 1
Below is C21H19BaCl3N7S2Se4Si as an isolated structure at a distorted geometry, with properties calculated with the ωB97M-V functional and the def2-TZVPD basis.

Results
* HOMO energy: -0.1726 Eh
* HOMO-LUMO gap: 6.2013 eV
* net charge: -1
* 2S+1: 1
* relative energy (zero: lowest compared OMol25 entry of this formula, charge and spin): 0.00 kcal per mole
* E: -361720.37248 eV
* lowest unoccupied orbital energy: 1.504 eV

XYZ file:
```
58
C21H19BaCl3N7S2Se4Si (the ωB97M-V functional and the def2-TZVPD basis)
Ba 1.3591 -0.0358 1.0288
Se 1.9026 2.0624 -1.2248
Se 3.4420 2.9527 0.3144
Se 2.0515 3.0840 2.2508
Se 2.8693 1.2351 3.4121
C -0.9213 -0.1008 -2.5262
C -0.6930 -1.5133 -2.1025
N 0.0723 -1.7813 -1.1381
C 0.0992 -3.0977 -0.8107
C -0.6064 -3.8897 -1.6791
S -1.4426 -2.9248 -2.8268
C 0.6898 -3.6003 0.4511
C 0.6556 -4.9019 0.7817
S 1.2651 -5.1163 2.3725
C 1.4224 -3.4180 2.5633
N 1.0586 -2.7985 1.4922
C 1.8136 -2.7234 3.8296
H -0.1419 0.5707 -2.1238
H -1.8971 0.2910 -2.2325
H -0.9008 0.0356 -3.6049
H -0.7058 -5.0112 -1.7003
H 0.3658 -5.7524 0.2005
H 1.9370 -3.4075 4.6290
H 0.9782 -1.9951 4.0919
H 2.7418 -2.2227 3.7286
Cl -2.6396 -5.0093 1.0070
Si -2.5702 -2.9906 1.9684
Cl -2.3736 -3.8727 3.9744
Cl -4.7518 -2.9197 2.1841
N -3.3872 7.0712 -5.2618
C -3.2734 6.4416 -4.2970
C -3.1497 5.4249 -3.2740
C -2.4025 5.7351 -2.1443
C -2.2123 4.7598 -1.1946
C -2.8116 3.5536 -1.2890
C -3.5271 3.1998 -2.4425
C -3.6626 4.1311 -3.4250
N -2.5883 2.6105 -0.2216
C -3.4274 1.6625 0.2635
C -2.6590 0.8355 1.0509
N -1.3812 1.2768 1.1170
C -1.3536 2.3411 0.2826
H -1.9430 6.7069 -2.0624
H -1.6272 4.9625 -0.2944
H -3.9420 2.1970 -2.5226
H -4.2580 3.9593 -4.3197
H -4.4123 1.4915 -0.1087
H -2.9874 -0.0614 1.5399
H -0.4603 2.8863 0.0225
N 4.9891 -0.3182 1.0172
C 6.3232 -0.6555 1.0614
C 6.3556 -2.0549 1.2087
C 4.9842 -2.4256 1.2210
N 4.1762 -1.3634 1.1545
H 4.6426 0.6018 1.0863
H 7.0836 0.1041 1.0820
H 7.1987 -2.7671 1.2209
H 4.6332 -3.4553 1.2183
```

For each atom in turn, the natural (NBO) charge in e is: 1.727, -0.767, -0.130, -0.133, -0.736, -0.665, 0.100, -0.516, 0.169, -0.430, 0.410, 0.057, -0.383, 0.454, 0.085, -0.539, -0.661, 0.255, 0.225, 0.226, 0.257, 0.245, 0.228, 0.254, 0.243, -0.571, 0.693, -0.548, -0.542, -0.308, 0.279, -0.179, -0.139, -0.233, 0.264, -0.237, -0.160, -0.382, -0.120, -0.062, -0.527, 0.163, 0.232, 0.238, 0.234, 0.231, 0.221, 0.236, 0.246, -0.324, -0.049, -0.353, -0.059, -0.320, 0.436, 0.223, 0.230, 0.210



# 2
Below is C21H19ClIrN2O4S as an isolated structure at a distorted geometry, with properties calculated with the ωB97M-V functional and the def2-TZVPD basis.

Results
* HOMO energy (alpha / beta): -0.5349 / -0.5356 Eh
* HOMO-LUMO gap (alpha / beta): 6.6745 / 5.2658 eV
* net charge: +2
* 2S+1: 2
* relative energy (zero: lowest compared OMol25 entry of this formula, charge and spin): 50.48 kcal per mole
* E: -59436.34005 eV
* ⟨S²⟩: 0.786
* lowest unoccupied orbital energy (alpha / beta): -7.881 / -9.308 eV

XYZ file:
```
49
C21H19ClIrN2O4S (the ωB97M-V functional and the def2-TZVPD basis)
Ir 0.1577 -0.0638 0.1860
Cl 7.1958 -1.4596 -0.4650
C 5.6133 -1.1775 0.0398
C 5.2063 -1.5773 1.3360
C 3.9270 -1.3570 1.7262
C 2.9612 -0.7727 0.8363
O 1.7935 -0.5820 1.2817
C 3.3810 -0.3969 -0.5097
C 2.5041 0.1165 -1.5448
N 1.2220 0.1599 -1.4994
C 0.4150 0.4853 -2.6348
C 0.8457 0.6969 -3.9182
C -0.0740 1.0273 -4.9283
C -1.4092 1.1382 -4.6604
C -1.8928 0.8902 -3.3564
C -3.2614 0.9414 -2.9959
C -3.6351 0.6618 -1.7114
C -2.6609 0.3312 -0.7631
N -1.3744 0.2956 -1.0657
C -0.9697 0.5639 -2.3538
C 4.7063 -0.5664 -0.8417
H 5.9120 -2.0631 1.9962
H 3.5886 -1.6338 2.7165
H 2.9899 0.4542 -2.4559
H 1.8936 0.6182 -4.1753
H 0.2830 1.1954 -5.9348
H -2.1045 1.4084 -5.4445
H -4.0015 1.1975 -3.7437
H -4.6737 0.6882 -1.4151
H -2.9205 0.0857 0.2588
H 5.0516 -0.2761 -1.8265
O 0.5140 1.8589 0.9537
S 1.3558 1.8470 2.2779
C 0.9187 3.3811 3.1381
C 2.2595 4.0389 3.4261
C 3.0661 3.9246 2.1332
C 3.0283 2.4575 1.7331
H 0.3383 3.1011 4.0129
H 0.3141 3.9609 2.4385
H 2.7649 3.5266 4.2473
H 2.1369 5.0827 3.7104
H 4.0880 4.2736 2.2804
H 2.6075 4.5370 1.3553
H 3.7436 1.8398 2.2773
H 3.0810 2.2719 0.6603
O -0.1973 0.6253 3.5067
C -0.8873 -0.2612 3.0319
O -1.0476 -0.5224 1.7705
H -1.4668 -0.8878 3.7228
```

For each atom in turn, the natural (NBO) charge in e is: 1.381, 0.204, 0.021, -0.176, -0.210, 0.523, -0.578, -0.173, 0.169, -0.417, 0.058, -0.149, -0.187, -0.120, -0.108, -0.047, -0.253, 0.134, -0.474, 0.231, -0.142, 0.270, 0.266, 0.213, 0.229, 0.253, 0.250, 0.251, 0.263, 0.253, 0.253, -0.812, 1.255, -0.558, -0.419, -0.415, -0.583, 0.281, 0.254, 0.223, 0.260, 0.244, 0.222, 0.232, 0.230, -0.663, 0.677, -0.754, 0.137



# 3
Below is the molecule C21H19ClN2O2S, with properties calculated with the ωB97M-V functional and the def2-TZVPD basis.

Results
* HOMO energy: -0.2892 Eh
* HOMO-LUMO gap: 8.3284 eV
* 2S+1: 1
* relative energy (zero: lowest compared OMol25 entry of this formula, charge and spin): 0.00 kcal per mole
* E: -52518.56505 eV
* lowest unoccupied orbital energy: 0.459 eV

XYZ file:
```
46
C21H19ClN2O2S (the ωB97M-V functional and the def2-TZVPD basis)
O -2.9311 3.6183 0.0133
C -2.3579 2.6001 0.3454
N -2.1694 2.2621 1.6499
C -2.5453 3.1595 2.7262
C -1.3629 3.8763 3.2903
C -0.7254 5.0148 2.8944
C 0.3657 5.1867 3.7812
C 0.3125 4.1389 4.6455
O -0.7264 3.3365 4.3561
C -1.8285 1.6166 -0.6396
C -1.3930 2.0921 -1.8755
C -0.9103 1.2071 -2.8110
C -0.8629 -0.1605 -2.5523
C -1.3317 -0.6660 -1.3294
C -1.8055 0.2537 -0.3893
N -1.4177 -2.0289 -1.0450
C -0.8867 -2.5253 0.2132
C 0.6139 -2.6975 0.1819
C 1.4391 -1.5813 0.0846
C 2.8111 -1.7199 -0.0097
C 3.3683 -2.9895 0.0007
Cl 5.0834 -3.1720 -0.1149
C 2.5650 -4.1135 0.1044
C 1.1926 -3.9601 0.1904
C -1.3414 -2.9374 -2.1621
C -0.0866 -2.7595 -3.0099
S -0.1799 -1.1494 -3.8449
H -1.5423 1.5082 1.8795
H -3.2424 3.8796 2.2913
H -3.0389 2.5858 3.5163
H -1.0050 5.6461 2.0766
H 1.0837 5.9807 3.7737
H 0.9280 3.8619 5.4782
H -1.4388 3.1501 -2.0772
H -0.5505 1.5574 -3.7666
H -2.2171 -0.1241 0.5348
H -1.1548 -1.8276 1.0074
H -1.3705 -3.4826 0.4273
H 1.0030 -0.5928 0.0693
H 3.4451 -0.8513 -0.0907
H 3.0091 -5.0963 0.1139
H 0.5662 -4.8371 0.2674
H -2.2192 -2.7712 -2.7978
H -1.3849 -3.9590 -1.7780
H 0.8168 -2.7919 -2.4014
H -0.0259 -3.5094 -3.7969
```

For each atom in turn, the natural (NBO) charge in e is: -0.619, 0.662, -0.603, -0.277, 0.253, -0.294, -0.312, 0.083, -0.405, -0.139, -0.177, -0.206, -0.235, 0.214, -0.240, -0.455, -0.222, -0.064, -0.207, -0.211, -0.045, 0.010, -0.245, -0.151, -0.223, -0.544, 0.267, 0.395, 0.258, 0.214, 0.235, 0.229, 0.202, 0.235, 0.221, 0.211, 0.211, 0.205, 0.226, 0.230, 0.228, 0.205, 0.211, 0.208, 0.226, 0.234



# 4
Below is the molecule C21H19ClN2O5 at a distorted geometry, with properties calculated with the ωB97M-V functional and the def2-TZVPD basis.

Results
* HOMO energy: -0.3189 Eh
* HOMO-LUMO gap: 8.9576 eV
* 2S+1: 1
* relative energy (zero: lowest compared OMol25 entry of this formula, charge and spin): 28.74 kcal per mole
* E: -47825.55016 eV
* lowest unoccupied orbital energy: 0.281 eV

XYZ file:
```
48
C21H19ClN2O5 (the ωB97M-V functional and the def2-TZVPD basis)
C -2.2096 -2.4996 -0.6639
C -1.4749 -1.7320 0.4048
O -2.0677 -1.1896 1.3183
C -0.0050 -1.6539 0.2875
C 0.7113 -1.0900 1.3433
C 2.0847 -0.9726 1.3108
C 2.7902 -1.4144 0.1925
O 4.1366 -1.4025 0.0329
C 4.9748 -0.5888 0.8326
C 5.4912 0.6176 0.0350
C 4.3710 1.3474 -0.7061
C 3.2572 1.7980 0.2052
O 3.3288 1.9537 1.3950
O 2.1433 2.0155 -0.5108
C 0.9720 2.3779 0.1923
C -0.1971 1.6788 -0.4015
N -0.2547 0.9862 -1.4893
N -1.5279 0.5738 -1.6250
C -2.1952 1.0350 -0.6083
C -3.5938 0.8270 -0.3199
C -4.1270 1.2081 0.9094
C -5.4585 0.9740 1.1876
C -6.2571 0.3600 0.2336
Cl -7.9208 0.0667 0.5790
C -5.7378 -0.0229 -0.9962
C -4.4062 0.2099 -1.2710
O -1.3959 1.7571 0.2133
C 2.0754 -1.9738 -0.8737
C 0.7070 -2.0942 -0.8303
H -3.2645 -2.5530 -0.4067
H -2.0983 -1.9757 -1.6113
H -1.8015 -3.5024 -0.7611
H 0.1598 -0.7516 2.2092
H 2.5860 -0.5395 2.1624
H 4.4677 -0.2379 1.7310
H 5.8203 -1.2159 1.1337
H 5.9808 1.2959 0.7341
H 6.2234 0.2808 -0.6995
H 3.9327 0.7111 -1.4761
H 4.7730 2.2342 -1.2012
H 1.0741 2.1099 1.2528
H 0.8263 3.4649 0.1225
H -3.4900 1.6692 1.6472
H -5.8781 1.2581 2.1397
H -6.3746 -0.5002 -1.7243
H -3.9765 -0.0772 -2.2171
H 2.6331 -2.3094 -1.7340
H 0.1919 -2.5133 -1.6787
```

For each atom in turn, the natural (NBO) charge in e is: -0.734, 0.599, -0.579, -0.225, -0.150, -0.278, 0.326, -0.503, -0.069, -0.414, -0.517, 0.818, -0.611, -0.487, -0.132, 0.442, -0.279, -0.312, 0.457, -0.053, -0.169, -0.220, -0.030, 0.015, -0.237, -0.169, -0.406, -0.268, -0.129, 0.237, 0.250, 0.229, 0.235, 0.222, 0.194, 0.194, 0.222, 0.214, 0.248, 0.247, 0.238, 0.211, 0.231, 0.229, 0.231, 0.237, 0.225, 0.220



# 5
Below is C21H19CrN11O4S as an isolated structure, with properties calculated with the ωB97M-V functional and the def2-TZVPD basis.

Results
* HOMO energy (alpha / beta): -0.1953 / -0.2997 Eh
* HOMO-LUMO gap (alpha / beta): 5.6306 / 8.0243 eV
* 2S+1: 5
* relative energy (zero: lowest compared OMol25 entry of this formula, charge and spin): 0.00 kcal per mole
* E: -85925.82541 eV
* ⟨S²⟩: 6.039
* lowest unoccupied orbital energy (alpha / beta): 0.316 / -0.130 eV

XYZ file:
```
57
C21H19CrN11O4S (the ωB97M-V functional and the def2-TZVPD basis)
Cr 0.3484 -0.0469 -0.1720
N 1.7568 2.9124 2.4045
C 0.7452 2.5153 1.6507
N 1.0603 1.3545 1.1162
C 2.3328 1.0677 1.5925
N 2.7885 2.0176 2.3925
C 2.9120 -0.1636 1.1702
C 4.2297 -0.5663 1.3981
N 4.7267 -1.7080 0.9842
C 3.8469 -2.5226 0.2932
C 2.5640 -2.1656 0.0270
N 2.0396 -0.9842 0.4450
H 1.8317 3.7471 2.9586
H -0.1761 3.0576 1.5022
H 4.8881 0.1046 1.9438
H 4.2291 -3.4781 -0.0379
H 1.9021 -2.8202 -0.5279
N 1.4513 -7.4141 -3.1311
C 0.8705 -6.1605 -3.0490
C 1.6541 -5.0086 -3.1917
C 1.0847 -3.7586 -3.0683
C -0.2754 -3.6455 -2.7953
C -1.0660 -4.7757 -2.6462
C -0.4945 -6.0274 -2.7786
S -0.9744 -2.0572 -2.5744
O -2.4008 -2.1756 -2.6450
O -0.2888 -1.1356 -3.4324
N -0.5172 -1.6520 -1.0471
C -1.2484 -1.9469 0.0583
N -0.8917 -1.0720 1.0438
C -1.5557 -1.1004 2.1878
C -2.5404 -2.0394 2.4025
C -2.7722 -2.9437 1.3723
N -2.1441 -2.9180 0.2039
H 2.3343 -7.4767 -3.6070
H 0.8357 -8.1898 -3.3024
H 2.7131 -5.1042 -3.4026
H 1.6826 -2.8628 -3.1926
H -2.1199 -4.6608 -2.4270
H -1.1045 -6.9176 -2.6694
H -1.2728 -0.3727 2.9391
H -3.0875 -2.0759 3.3318
H -3.5043 -3.7363 1.4875
C -3.5152 3.6840 -2.0331
N -2.2562 2.9515 -2.0495
C -1.3287 3.1388 -3.0290
C -0.1401 2.5049 -3.0480
C 0.0939 1.5919 -1.9784
O 1.1636 0.9413 -1.7583
N -0.8746 1.3563 -1.0654
C -2.0430 2.0440 -1.0009
O -2.8594 1.9461 -0.1009
H -3.5727 4.2987 -2.9280
H -3.5762 4.3158 -1.1491
H -4.3512 2.9894 -2.0067
H -1.6064 3.8424 -3.8022
H 0.5851 2.6517 -3.8311
```

For each atom in turn, the natural (NBO) charge in e is: 1.247, -0.335, 0.238, -0.541, 0.319, -0.294, -0.027, 0.085, -0.449, -0.096, 0.007, -0.559, 0.422, 0.232, 0.196, 0.196, 0.209, -0.792, 0.195, -0.279, -0.165, -0.344, -0.152, -0.282, 2.346, -0.935, -0.943, -0.916, 0.609, -0.518, 0.146, -0.353, 0.133, -0.465, 0.383, 0.383, 0.214, 0.242, 0.247, 0.210, 0.210, 0.234, 0.202, -0.394, -0.411, 0.112, -0.380, 0.639, -0.613, -0.653, 0.782, -0.642, 0.202, 0.215, 0.227, 0.213, 0.248



# 6
Below is C21H19F6N3O3S2Ti as an isolated structure at a distorted geometry, with properties calculated with the ωB97M-V functional and the def2-TZVPD basis.

Results
* HOMO energy (alpha / beta): -0.1263 / -0.1453 Eh
* HOMO-LUMO gap (alpha / beta): 6.1996 / 6.0247 eV
* net charge: -1
* 2S+1: 2
* relative energy (zero: lowest compared OMol25 entry of this formula, charge and spin): 0.00 kcal per mole
* E: -93796.23660 eV
* ⟨S²⟩: 0.765
* lowest unoccupied orbital energy (alpha / beta): 2.762 / 2.071 eV

XYZ file:
```
55
C21H19F6N3O3S2Ti (the ωB97M-V functional and the def2-TZVPD basis)
Ti -0.1746 -0.4324 0.7580
O 4.0429 3.0036 0.1405
C 4.5608 1.7822 -0.0859
C 5.9354 1.6904 -0.3109
C 6.5229 0.4603 -0.5364
C 5.7611 -0.7043 -0.5444
C 4.3984 -0.6148 -0.3225
C 3.7825 0.6139 -0.0958
C 2.3236 0.6546 0.1286
O 1.6584 -0.4700 0.1344
N 1.7264 1.7879 0.3357
N 0.3922 1.5092 0.5826
C -0.4655 2.5094 0.7622
C -1.7639 2.0951 1.1333
C -2.8595 2.9573 1.3491
C -4.0555 2.4261 1.7426
C -4.1738 1.0329 1.9183
C -3.0788 0.2450 1.6731
N -1.8990 0.7500 1.2795
H 3.0776 2.8874 0.3136
H 6.5154 2.6034 -0.2985
H 7.5924 0.4083 -0.7038
H 6.2257 -1.6655 -0.7179
H 3.7746 -1.4987 -0.3101
H -0.1767 3.5447 0.6361
H -2.7352 4.0220 1.2043
H -4.9026 3.0778 1.9157
H -5.1016 0.5773 2.2325
H -3.1070 -0.8327 1.7800
C 1.3700 -1.7729 5.1696
C 0.7647 -1.7520 3.7884
S 0.4117 -0.1653 3.1331
C 0.5038 -2.8623 3.0843
C 0.7974 -4.2478 3.5857
S -0.2168 -2.7385 1.4863
H 1.3638 -0.7763 5.6083
H 2.4109 -2.1089 5.1506
H 0.8255 -2.4389 5.8445
H 0.7554 -4.3052 4.6752
H 1.7916 -4.5912 3.2822
H 0.0799 -4.9654 3.1850
C -0.1305 -2.2231 -2.5175
C -1.2020 -1.2383 -2.0640
O -1.2009 -1.1024 -0.7038
C -2.6044 -1.7578 -2.4520
F -2.8247 -2.9500 -1.8765
F -3.5840 -0.9358 -2.0536
F -2.7444 -1.9332 -3.7847
C -0.9512 0.1367 -2.7295
F -1.7736 1.0885 -2.2726
F -1.0981 0.0885 -4.0686
F 0.3032 0.5460 -2.4906
H -0.3457 -3.2009 -2.0919
H 0.8292 -1.8861 -2.1287
H -0.0752 -2.3026 -3.6044
```

For each atom in turn, the natural (NBO) charge in e is: 1.336, -0.692, 0.347, -0.288, -0.187, -0.273, -0.158, -0.146, 0.562, -0.709, -0.427, -0.392, -0.014, 0.126, -0.224, -0.179, -0.311, 0.100, -0.515, 0.512, 0.214, 0.201, 0.206, 0.234, 0.198, 0.211, 0.206, 0.214, 0.222, -0.642, -0.169, -0.202, -0.211, -0.633, -0.167, 0.221, 0.206, 0.200, 0.200, 0.205, 0.215, -0.640, 0.115, -0.766, 0.964, -0.320, -0.317, -0.335, 0.956, -0.312, -0.332, -0.313, 0.240, 0.246, 0.217